1.
ORCA calculation (ωB97M-V with the def2-TZVPD basis set) on C23H25FeN2S as an isolated structure.

Positions of all 52 atoms, in Å:
C: -1.916 -3.192 0.603
C: -1.652 -1.726 0.828
N: -0.336 -1.254 0.404
C: 0.640 -2.177 0.461
N: 0.476 -3.515 0.603
C: -0.781 -4.043 1.115
C: 1.686 -4.297 1.020
C: 2.889 -3.426 0.633
S: 2.323 -1.758 0.323
H: -2.803 -3.483 1.159
H: -2.043 -3.372 -0.459
H: -2.371 -1.120 0.296
H: -1.780 -1.519 1.886
H: -0.770 -4.002 2.242
H: -0.914 -5.089 0.841
H: 1.673 -4.435 2.113
H: 1.766 -5.260 0.519
H: 3.600 -3.407 1.472
H: 3.356 -3.809 -0.292
C: 1.557 1.195 -3.603
C: 2.051 1.285 -2.246
C: 1.681 2.582 -1.710
C: 0.940 3.304 -2.731
C: 0.873 2.448 -3.912
Fe: 0.068 1.593 -2.344
C: -1.775 2.278 -2.493
C: -1.711 0.936 -3.002
C: -1.185 0.079 -1.949
C: -0.868 0.903 -0.781
C: -0.101 0.374 0.420
C: -0.326 1.291 1.642
C: 0.653 1.278 2.639
C: 0.541 2.051 3.789
C: -0.555 2.906 3.995
C: -1.505 3.015 2.974
C: -1.404 2.209 1.824
C: -1.306 2.275 -1.121
H: 1.777 0.366 -4.292
H: 2.721 0.555 -1.766
H: 2.012 2.991 -0.751
H: 0.559 4.331 -2.629
H: 0.436 2.720 -4.876
H: -2.178 3.134 -3.041
H: -2.095 0.640 -3.969
H: -1.065 -1.018 -1.893
H: 1.020 0.265 0.193
H: 1.543 0.646 2.498
H: 1.256 1.903 4.605
H: -0.765 3.272 4.990
H: -2.403 3.620 3.143
H: -2.188 2.325 1.075
H: -1.297 3.133 -0.444

Cartesian forces, eV/Å:
C 0.3 -0.2 -0.2
C 0.3 1.0 0.2
N -2.2 1.8 0.4
C 2.2 1.2 1.1
N -0.4 -3.7 -0.4
C 0.7 0.6 0.7
C -0.7 1.8 -0.1
C 0.4 -0.7 0.1
S 0.4 0.9 -0.4
H -0.4 0.1 -0.2
H -0.2 -0.2 -0.2
H -0.4 0.2 -0.2
H -0.1 0.1 0.6
H 0.0 0.0 -0.4
H 0.2 0.0 -0.1
H -0.1 -0.1 -0.1
H -0.5 -0.1 0.0
H 0.0 -0.1 -0.5
H 0.0 0.2 0.6
C 1.4 0.7 -0.9
C 1.6 0.5 -0.3
C 1.6 0.7 -0.5
C 2.0 0.8 -0.8
C 1.7 0.7 -0.7
Fe 0.5 -1.4 -0.3
C -2.0 -0.2 1.1
C -1.4 -0.8 0.9
C -1.0 -0.5 0.6
C -1.9 -0.7 0.4
C 0.5 -1.3 -1.5
C -0.1 -0.2 0.4
C 0.4 0.0 -0.1
C -0.4 0.1 0.6
C 0.0 -1.1 -0.6
C 0.1 -0.8 0.1
C 0.2 -0.2 0.1
C -1.4 -0.3 0.9
H -0.4 0.5 0.4
H -0.6 0.4 -0.2
H -0.3 -0.3 -0.3
H 0.1 -0.7 -0.1
H 0.1 -0.2 0.5
H 0.3 -0.3 0.3
H 0.2 -0.1 0.1
H 0.0 0.9 -0.5
H -1.4 1.0 0.4
H -0.5 0.2 0.1
H -0.1 0.2 -0.3
H 0.2 0.5 -0.1
H 0.4 -0.1 -0.3
H 0.3 -0.4 0.3
H 0.3 -0.3 -0.7

The calculation puts the frontier orbital gap (spin up / spin down) at 0.133 / 0.195 Eh. The spin multiplicity is 5. The HOMO energy (spin up / spin down) comes out at -0.89 / -2.79 eV. The total charge is -1. For the calculated total energy, the calculation gives -2662.5735 a.u.

***

2.
ORCA calculation (ωB97M-V with the def2-TZVPD basis set) on a 2-piece molecular cluster, C4H5I2NS overall.

Positions of all 13 atoms, in Å:
C: 2.334 0.392 -0.233
C: 0.613 -0.799 -1.546
C: -0.704 0.841 0.776
C: -1.668 -0.305 1.164
N: 1.551 -0.226 -0.967
S: 0.681 0.984 1.668
I: 4.292 0.747 -0.705
I: -1.471 2.255 -0.553
H: 0.551 -1.922 -1.326
H: -0.193 -0.341 -2.224
H: -1.386 -0.745 2.094
H: -2.011 -1.046 0.299
H: -2.588 0.165 1.553

Cartesian forces, eV/Å:
C -1.3 -1.0 -0.5
C -2.6 -2.5 -0.7
C 0.9 -1.5 2.3
C -1.7 0.3 -1.9
N 2.4 2.0 0.7
S -1.6 0.6 -1.4
I 0.3 0.0 -0.2
I 0.1 0.1 -0.1
H -0.1 1.6 -0.6
H 1.6 -0.3 1.2
H 1.0 -1.0 0.1
H 1.0 1.5 1.9
H -0.1 0.1 -0.8

The calculation puts the frontier orbital gap at 0.278 Eh. The HOMO energy comes out at -7.84 eV. The total charge is 0. For the calculated total energy, the calculation gives -1203.5955 a.u. For the energy above the lowest of the compared OMol25 structures with the same formula, charge and spin, the calculation gives 3.082 eV.

***

3.
ORCA calculation (ωB97M-V with the def2-TZVPD basis set) on a 13-piece molecular cluster, C18H58NO16 overall.

Positions of all 93 atoms, in Å:
C: 4.062 -5.817 -2.194
C: 3.765 -4.611 -3.050
O: 3.500 -4.712 -4.237
O: 3.907 -3.442 -2.410
C: 2.629 -2.632 -2.388
N: 1.512 -3.428 -2.171
C: 0.484 -3.312 -3.155
C: -0.019 -4.656 -3.740
C: -0.867 -5.512 -2.838
O: -1.637 -6.356 -3.241
O: -0.726 -5.330 -1.496
H: 3.675 -6.698 -2.712
H: 3.622 -5.703 -1.204
H: 5.149 -5.887 -2.093
H: 2.823 -1.922 -1.572
H: 2.602 -2.047 -3.325
H: -0.429 -2.782 -2.785
H: 0.821 -2.732 -4.035
H: -0.650 -4.459 -4.616
H: 0.855 -5.228 -4.069
H: -0.749 -4.382 -1.305
C: 0.844 -2.376 1.784
O: 1.040 -2.208 0.398
H: 1.303 -1.528 2.291
H: -0.217 -2.402 2.037
H: 1.315 -3.301 2.136
H: 0.688 -2.940 -0.133
C: 0.289 1.005 0.600
O: -0.365 0.835 1.875
H: 0.538 0.016 0.221
H: -0.378 1.508 -0.102
H: 1.205 1.587 0.718
H: -0.590 1.706 2.213
C: -2.069 4.065 -1.328
O: -0.761 3.845 -1.857
H: -2.359 3.164 -0.790
H: -2.072 4.912 -0.638
H: -2.784 4.258 -2.127
H: -0.510 4.644 -2.326
C: 3.909 -0.486 0.799
O: 4.560 -0.285 -0.453
H: 2.945 -0.944 0.584
H: 4.481 -1.166 1.437
H: 3.759 0.460 1.322
H: 5.421 0.107 -0.292
C: -5.361 6.702 -1.565
O: -4.061 6.530 -2.120
H: -5.622 5.788 -1.043
H: -5.381 7.535 -0.854
H: -6.105 6.880 -2.343
H: -3.829 7.340 -2.586
C: -3.464 -0.715 1.152
O: -2.297 -1.513 1.131
H: -4.223 -1.232 0.567
H: -3.842 -0.571 2.170
H: -3.285 0.267 0.703
H: -1.619 -1.040 1.634
C: -8.733 5.238 0.221
O: -8.243 5.794 -0.994
H: -8.143 5.667 1.028
H: -9.784 5.489 0.385
H: -8.617 4.152 0.242
H: -8.752 5.422 -1.718
C: -2.937 10.080 -1.588
O: -3.019 9.395 -2.834
H: -2.388 9.434 -0.907
H: -2.400 11.026 -1.689
H: -3.928 10.271 -1.168
H: -3.500 9.948 -3.454
C: 1.169 -0.575 5.044
O: 1.378 0.625 4.306
H: 1.870 -0.580 5.877
H: 0.148 -0.630 5.425
H: 1.355 -1.447 4.417
H: 0.781 0.602 3.544
C: -1.895 -2.893 5.514
O: -1.322 -2.390 4.317
H: -1.407 -2.385 6.344
H: -2.969 -2.694 5.564
H: -1.729 -3.969 5.619
H: -1.746 -2.840 3.579
C: 6.927 -8.622 -1.722
O: 7.183 -7.269 -2.061
H: 6.996 -8.700 -0.639
H: 5.924 -8.930 -2.031
H: 7.661 -9.299 -2.170
H: 7.113 -7.183 -3.015
C: 4.606 3.109 3.361
O: 4.845 2.521 2.091
H: 5.031 2.441 4.106
H: 5.088 4.088 3.451
H: 3.537 3.216 3.561
H: 4.470 3.090 1.415

Cartesian forces, eV/Å:
C 0.1 0.1 -0.3
C 0.0 0.3 -0.6
O 0.0 0.1 0.7
O 0.1 -0.6 0.1
C -1.0 0.5 0.2
N -0.5 0.1 0.1
C 0.2 -0.3 -0.2
C -0.1 0.5 -0.1
C -0.2 -0.3 -0.1
O 0.5 0.1 0.2
O -0.9 0.0 0.1
H 0.1 0.0 0.2
H 0.0 0.0 -0.1
H -0.1 -0.1 0.1
H 0.5 -0.3 0.0
H 0.0 -0.2 -0.1
H 0.1 0.1 -0.1
H -0.1 0.1 0.0
H 0.1 -0.1 0.0
H -0.1 -0.1 0.1
H 0.8 0.0 -0.1
C 0.0 -0.4 -0.5
O -0.1 0.6 0.5
H 0.0 0.0 0.0
H 0.0 -0.1 0.1
H 0.0 0.0 0.2
H 0.6 -0.1 -0.4
C 0.0 0.1 0.0
O 0.0 -0.1 0.1
H 0.0 0.0 0.1
H 0.1 0.0 0.0
H 0.0 0.0 0.0
H -0.1 0.0 -0.1
C 0.2 0.0 -0.1
O -0.1 0.0 0.2
H 0.0 0.0 0.0
H -0.1 0.0 0.0
H -0.1 0.0 0.1
H 0.1 0.0 -0.1
C 0.0 0.0 -0.1
O 0.0 0.1 0.0
H 0.1 0.0 -0.1
H 0.0 0.0 0.0
H 0.0 0.0 0.1
H 0.0 0.0 0.1
C 0.3 0.1 -0.2
O -0.1 0.0 0.0
H 0.0 0.0 0.0
H -0.1 0.0 0.0
H -0.1 0.0 0.0
H 0.1 0.1 0.0
C 0.1 0.0 0.0
O -0.1 0.0 0.3
H 0.0 0.0 0.0
H 0.0 0.0 0.0
H 0.0 0.0 0.0
H 0.1 0.1 -0.2
C 0.0 0.0 -0.1
O -0.1 0.0 0.1
H 0.0 0.0 0.0
H 0.0 0.0 0.0
H 0.0 0.0 0.0
H 0.0 0.0 0.0
C 0.0 0.0 -0.1
O -0.1 -0.1 0.0
H 0.0 0.0 0.0
H 0.0 0.0 0.0
H 0.0 0.0 0.0
H 0.0 0.0 0.0
C 0.1 0.2 -0.2
O -0.1 0.0 0.1
H 0.0 0.1 0.0
H 0.0 -0.1 0.0
H 0.0 -0.1 0.1
H 0.1 -0.1 -0.1
C 0.0 0.0 -0.1
O -0.2 -0.1 0.1
H 0.0 0.0 0.0
H 0.0 0.0 0.0
H 0.0 0.0 0.0
H 0.1 0.1 -0.1
C -0.1 0.1 -0.1
O 0.2 -0.2 0.0
H 0.0 0.0 0.0
H 0.0 0.0 0.0
H 0.0 0.0 0.0
H -0.1 0.1 0.0
C -0.1 0.0 -0.1
O 0.1 0.1 0.1
H 0.0 0.0 0.0
H 0.0 0.0 0.0
H 0.0 0.0 0.0
H 0.0 0.0 0.0

The calculation puts the frontier orbital gap at 0.159 Eh. The HOMO energy comes out at -2.76 eV. The total charge is -1. For the calculated total energy, the calculation gives -1979.0082 a.u.

***

4.
ORCA calculation (ωB97M-V with the def2-TZVPD basis set) on C16H15Br2N3O4Rh as an isolated structure.

Positions of all 41 atoms, in Å:
Rh: 0.229 0.711 -0.360
O: -4.079 -2.587 -1.043
C: -3.555 -2.565 -2.278
C: -4.232 -3.311 -3.245
C: -3.773 -3.356 -4.541
C: -2.622 -2.658 -4.923
C: -1.949 -1.923 -3.984
C: -2.391 -1.858 -2.647
C: -1.602 -1.060 -1.728
O: -0.555 -0.469 -2.058
N: -2.054 -0.951 -0.406
N: -1.192 -0.322 0.297
C: -1.610 0.090 1.646
C: -0.355 0.423 2.407
C: -0.287 0.369 3.784
C: 0.901 0.722 4.408
C: 1.982 1.098 3.630
C: 1.841 1.121 2.255
N: 0.695 0.804 1.650
H: -3.561 -2.012 -0.455
H: -5.119 -3.847 -2.939
H: -4.314 -3.942 -5.272
H: -2.269 -2.699 -5.944
H: -1.052 -1.380 -4.246
H: -2.214 -0.681 2.122
H: -1.150 0.055 4.354
H: 0.981 0.693 5.486
H: 2.931 1.362 4.073
H: 2.671 1.375 1.612
Br: 0.113 2.254 -3.296
C: 1.175 3.527 -2.370
Br: 2.053 2.668 -0.842
H: 0.548 4.307 -1.960
H: 1.961 3.905 -3.011
C: -4.387 2.478 2.216
O: -3.531 1.310 2.246
C: -2.445 1.379 1.500
O: -2.114 2.305 0.812
H: -5.236 2.225 2.839
H: -4.696 2.676 1.193
H: -3.848 3.334 2.613

Cartesian forces, eV/Å:
Rh 0.3 -1.3 0.7
O 0.0 0.0 0.0
C 0.0 0.0 0.1
C 0.0 0.0 0.0
C 0.0 0.0 0.0
C 0.0 0.0 0.0
C 0.0 0.0 0.0
C 0.1 0.0 0.0
C 0.3 0.0 -0.4
O -0.2 0.3 0.2
N 0.5 0.1 0.7
N -0.3 1.0 -0.9
C 0.1 -0.3 0.1
C 0.1 0.0 0.1
C 0.0 0.0 0.0
C 0.0 0.0 0.0
C 0.0 0.0 0.0
C 0.0 -0.1 0.0
N -0.4 0.3 -0.1
H 0.0 0.0 0.0
H 0.0 0.0 0.0
H 0.0 0.0 0.0
H 0.0 0.0 0.0
H 0.0 0.0 0.0
H 0.1 0.0 0.0
H 0.0 0.0 0.0
H 0.0 0.0 0.0
H 0.0 0.0 0.0
H 0.0 0.1 0.0
Br -0.1 0.2 -0.2
C 0.1 0.0 0.0
Br -0.3 -0.2 -0.2
H 0.0 0.0 0.0
H 0.0 0.0 0.0
C 0.0 0.0 0.0
O 0.0 -0.1 0.1
C -0.1 0.2 -0.2
O 0.0 -0.1 0.1
H 0.0 0.0 0.0
H 0.0 0.0 0.0
H 0.0 0.0 0.0

The calculation puts the frontier orbital gap (spin up / spin down) at 0.237 / 0.237 Eh. The HOMO energy (spin up / spin down) comes out at -11.22 / -11.22 eV. The total charge is +1. For the calculated total energy, the calculation gives -6342.2656 a.u. For the energy above the lowest of the compared OMol25 structures with the same formula, charge and spin, the calculation gives 0.277 eV.